A) Density functional theory data (ωB97M-V/def2-TZVPD) for a single C3H8FN molecule.

Results
HOMO level ... -9.6559 eV
SMILES ... CNCCF
LUMO ... 1.02 eV

The geometry in ORCA input format:
```
! wB97M-V def2-TZVPD RIJCOSX def2/J DEFGRID3
* xyz 0 1
H -1.5183 -0.0419 -1.3498
F -2.1071 -0.9968 0.1224
H -0.3991 0.6986 1.2489
N 0.4796 -0.5222 -0.4384
C -1.6777 0.3367 -0.2297
H 1.8529 0.6798 -0.1634
H 2.0546 -0.7050 0.9972
H -2.7797 0.9720 0.0030
C -0.2721 0.6323 0.2092
C 1.6988 -0.4066 0.0284
H 0.0531 1.4986 -0.3710
H -0.1080 -1.1634 0.3526
H 2.7230 -0.9820 -0.4092
*
```

B) Density functional theory data (ωB97M-V/def2-TZVPD) for a molecular structure, C3H8FN.

Results
HOMO level ... -10.0342 eV
LUMO ... 0.47 eV

The geometry in ORCA input format:
```
! wB97M-V def2-TZVPD RIJCOSX def2/J DEFGRID3
* xyz 0 1
H 0.6374 -2.0243 -0.0947
N -1.5941 -0.7513 -0.3378
C 0.1164 1.2273 0.0992
C -0.1590 -0.1176 -0.4922
H 1.5434 1.1084 0.5069
H 1.0250 -0.6066 1.3076
H 0.2431 -0.2663 -1.6497
F 1.9700 -0.3145 -0.3749
H -0.9633 1.0940 1.0595
H -2.1319 0.5833 -0.1823
H -1.4270 -1.2368 0.8380
H -0.0280 2.2521 -0.9251
C 0.7681 -0.9477 0.2455
*
```

Which of them is most stable, and which least? Most stable: A); least stable: B).

A) Density functional theory data (ωB97M-V/def2-TZVPD) for 2 unconnected molecules or ions with the total composition C4H9FNO5S2.

Results
HOMO level ... -5.2542 eV
LUMO ... 3.48 eV

The geometry in ORCA input format:
```
! wB97M-V def2-TZVPD RIJCOSX def2/J DEFGRID3
* xyz -1 1
S 0.0248 1.6834 0.2482
H 1.2146 0.2889 -1.5615
F -0.8938 -2.8930 2.8595
H -0.7688 3.7611 -1.4737
O -0.3574 2.9900 0.6795
C 0.3026 -2.6197 2.3597
O -1.3329 0.8617 0.4259
S 0.2344 -1.9191 0.6715
O 0.9081 -0.6102 0.6624
C 0.3728 0.5908 -2.0803
O -1.1676 -1.6331 0.4245
H 1.5781 -3.0020 4.0484
H -2.0148 2.2799 -1.8715
O 0.8562 -3.0099 -0.0685
H 2.3261 -2.4110 2.6042
H -0.8141 3.0466 -3.1411
C 1.4211 -2.6503 3.0243
H 0.4879 0.6798 -3.1928
H -0.4342 -0.0400 -1.6830
H -1.1445 -0.1118 0.5091
N 0.1456 1.9500 -1.4468
C -0.9443 2.7678 -1.9979
*
```

B) Density functional theory data (ωB97M-V/def2-TZVPD) for a molecular structure, C4H9FNO5S2.

Results
HOMO level ... -2.4435 eV
LUMO ... 1.92 eV

The geometry in ORCA input format:
```
! wB97M-V def2-TZVPD RIJCOSX def2/J DEFGRID3
* xyz -1 1
H 3.6450 -2.0610 0.7718
O 0.3899 -3.2267 -2.4175
H -0.4544 -2.8378 -2.5561
O 2.2234 -0.4889 2.0081
C 2.3975 -0.4060 0.6869
N -1.9812 1.0669 0.4497
C 1.8601 0.7848 -0.3030
H -0.6066 1.0749 2.1313
H 0.0413 2.0967 -0.7111
F -1.2181 -1.1066 -1.2966
O 3.2142 -1.4954 0.0655
H 0.8388 2.5439 0.9374
H -0.3718 -0.4321 1.0236
C 0.5644 1.6217 0.2509
O -2.5660 1.0193 -2.2445
S -2.3644 0.1291 -0.9796
S -3.1390 0.4835 1.6701
O -3.7322 -0.5957 -0.7150
H 2.7543 1.5704 -0.3914
C -0.5847 0.7182 0.9928
H -2.6201 -0.7949 2.0140
H 1.7096 0.3358 -1.3874
*
```

Which of them is most stable, and which least? Most stable: A); least stable: B).

A) Density functional theory data (ωB97M-V/def2-TZVPD) for 2 unconnected molecules or ions with the total composition C3H8.

Results
HOMO level ... -10.1914 eV
SMILES ... C=C.C
LUMO ... 1.18 eV

The geometry in ORCA input format:
```
! wB97M-V def2-TZVPD RIJCOSX def2/J DEFGRID3
* xyz 0 1
H 3.0384 1.7849 1.2648
H -1.6825 0.2726 -1.4863
C 2.2583 1.3222 0.6725
H -2.3829 -0.6075 0.7654
C -1.6035 -1.0622 0.1749
C -1.2142 -0.5771 -1.0008
H -1.0212 -1.9061 0.5259
H -0.4667 -1.0873 -1.5959
H 2.0035 0.4063 1.1992
H 2.5356 1.1192 -0.3587
H 1.3895 1.9746 0.5943
*
```

B) Density functional theory data (ωB97M-V/def2-TZVPD) for a single C3H8 molecule.

Results
HOMO level ... -10.8442 eV
SMILES ... CCC
LUMO ... 1.24 eV

The geometry in ORCA input format:
```
! wB97M-V def2-TZVPD RIJCOSX def2/J DEFGRID3
* xyz 0 1
H 1.4293 -1.0744 -0.7215
H -2.1788 0.5405 -0.3597
C 1.3404 -0.2266 0.0515
C 0.0481 0.4942 0.0343
H -1.7894 -0.6755 0.9665
H 2.0109 0.6026 -0.1898
H 1.4924 -0.6942 0.9236
H 0.0642 1.1013 -0.8595
H -1.0331 -1.0826 -0.6712
C -1.3364 -0.2345 0.0048
H -0.0477 1.2491 0.8212
*
```

C) Density functional theory data (ωB97M-V/def2-TZVPD) for 2 unconnected molecules or ions with the total composition C3H8.

Results
HOMO level ... -9.9819 eV
SMILES ... C=C.C
LUMO ... 1.25 eV

The geometry in ORCA input format:
```
! wB97M-V def2-TZVPD RIJCOSX def2/J DEFGRID3
* xyz 0 1
H 1.1878 -0.7854 -0.0111
H -2.0355 -1.3822 1.0222
C 1.8547 0.0715 -0.1612
H -0.5747 -0.0777 1.3866
C -1.6502 0.2820 -0.4142
H 2.5510 0.2875 0.6685
C -1.3596 -0.4547 0.7080
H 1.2116 0.8665 -0.4625
H -1.0292 1.2522 -0.6720
H -2.6178 0.0610 -0.9836
H 2.4617 -0.1207 -1.0807
*
```

Which of them is most stable, and which least? Most stable: B); least stable: C).

A) Density functional theory data (ωB97M-V/def2-TZVPD) for 2 unconnected molecules or ions with the total composition C3HCl3O.

Results
HOMO level ... -9.4946 eV
LUMO ... 0.55 eV

The geometry in ORCA input format:
```
! wB97M-V def2-TZVPD RIJCOSX def2/J DEFGRID3
* xyz 0 1
C 0.0808 -2.1712 2.0760
O -0.6404 -2.9499 1.7215
H -0.2044 0.4748 -0.6132
Cl 3.3501 -0.0438 0.3632
C 0.7291 0.6413 -0.0309
Cl 0.7633 2.0410 0.9645
Cl 1.4421 -1.6944 -1.0622
C 1.7172 -0.2741 -0.1142
*
```

B) Density functional theory data (ωB97M-V/def2-TZVPD) for a single C3HCl3O molecule.

Results
HOMO level ... -10.0697 eV
SMILES ... O=C(Cl)/C(Cl)=C/Cl
LUMO ... -0.21 eV

The geometry in ORCA input format:
```
! wB97M-V def2-TZVPD RIJCOSX def2/J DEFGRID3
* xyz 0 1
Cl 1.7974 -2.0470 0.4117
O -0.7176 2.1706 0.5003
Cl -1.2246 -1.2978 1.2491
C -0.7356 1.1192 -0.0461
Cl -1.6889 0.9253 -1.4740
C 1.0394 -0.6123 -0.1298
C -0.1457 -0.2170 0.3512
H 1.6757 -0.0409 -0.8624
*
```

Which of them is most stable, and which least? Most stable: B); least stable: A).

A) Density functional theory data (ωB97M-V/def2-TZVPD) for 2 unconnected molecules or ions with the total composition CH4INO2.

Results
HOMO level ... -8.9865 eV
SMILES ... [NH3+][O-].O=CI
LUMO ... 0.29 eV

The geometry in ORCA input format:
```
! wB97M-V def2-TZVPD RIJCOSX def2/J DEFGRID3
* xyz 0 1
I 1.2031 2.4398 0.5465
H -1.7706 -0.0905 0.5337
C 1.2148 0.6764 -0.7328
H -1.2352 -1.7404 0.5228
H -0.8555 -0.3894 -0.6102
O 0.1650 -0.5860 1.1033
N -0.9714 -0.7716 0.3925
H 1.8534 -0.0036 -0.1972
O 0.3964 0.4654 -1.5587
*
```

B) Density functional theory data (ωB97M-V/def2-TZVPD) for 2 unconnected molecules or ions with the total composition CH4INO2.

Results
HOMO level ... -8.8540 eV
SMILES ... [NH3+][O-].O=CI
LUMO ... 0.17 eV

The geometry in ORCA input format:
```
! wB97M-V def2-TZVPD RIJCOSX def2/J DEFGRID3
* xyz 0 1
N -2.0208 -0.1111 0.0260
I 3.8136 -1.0141 0.5471
H -1.5021 0.7243 -0.2817
H -2.5768 0.3777 0.8479
O -1.2234 -0.9836 0.6312
O 2.2735 1.4064 0.2044
H 1.7387 -0.1731 -1.0700
C 2.2633 0.3098 -0.2316
H -2.7659 -0.5362 -0.6733
*
```

Which of them is most stable, and which least? Most stable: A); least stable: B).

A) Density functional theory data (ωB97M-V/def2-TZVPD) for a single C25H28N2O7 molecule.

Results
HOMO level ... -7.4442 eV
SMILES ... COC(=O)CCC(=O)Nc1cc(OC)c(OC)cc1Cc1nccc2cc(OC)c(OC)cc12
LUMO ... 0.41 eV

The geometry in ORCA input format:
```
! wB97M-V def2-TZVPD RIJCOSX def2/J DEFGRID3
* xyz 0 1
C -0.0729 -3.3754 1.6204
C -1.3373 -1.6225 0.4748
H 1.4192 3.0880 -1.1330
C -1.2200 -1.6744 2.8999
C -1.6519 1.6354 -2.8991
H 3.3032 0.9837 2.2123
H 1.9827 -3.8846 3.3700
C 0.5619 2.6931 -1.6474
C 2.1656 4.5013 -3.0799
H 2.5954 5.1611 -3.8320
O -1.4949 -1.2441 4.1584
H 0.3357 0.4145 2.6359
H 1.2283 1.8006 3.2999
H -2.3432 -0.2498 1.8062
O -1.0254 2.8849 -4.8962
H 0.2589 -4.3047 -0.8994
C -1.3964 1.2859 -1.5765
C 2.4562 -0.7821 1.3779
H -2.0552 1.2496 -5.6530
H 2.6605 -0.1792 3.4040
C -2.3828 -0.1670 4.3257
C 1.0153 1.8963 1.1814
C 1.1568 -4.1978 4.0152
H -3.0707 2.6284 -5.1421
H 1.4996 -4.2758 5.0454
C 0.2915 3.0517 -2.9536
H -3.3663 -0.3854 3.8969
H 0.7783 -5.1709 3.6858
C 1.1728 1.0922 2.4712
O 2.4869 -1.9659 1.6013
C -2.1157 2.3416 -5.5959
C 2.4862 0.2960 2.4382
H -2.5173 1.2045 -3.3752
H -0.6406 -3.1760 -2.9426
C -0.7891 -2.7652 -1.9528
C -0.2637 1.8081 -0.9550
N -1.4389 -1.5999 -1.9179
H -2.0569 2.7588 -6.6000
H 1.8815 5.0871 -2.2001
H 1.4513 -0.8395 -1.5540
C -1.6971 -1.0290 -0.7649
H -1.9905 0.7562 3.8843
O 0.1363 -3.2249 4.0256
C -0.3094 -3.3898 -0.8328
C -0.3440 -2.8088 2.8355
H 2.2746 -2.1443 -0.6446
H 0.5489 -4.2517 1.5433
H -2.6351 0.7323 0.0910
C -0.5697 -2.8152 0.4256
H 2.9078 3.7517 -2.7871
H -0.4403 0.5895 0.6703
H -3.2380 0.2306 -1.4898
C -1.6839 -1.1015 1.7470
C 2.3324 -1.1042 -0.9691
O 1.0455 3.9093 -3.6921
H -2.4811 -0.0339 5.4015
O 1.7049 2.8702 0.9663
N 0.0471 1.4179 0.3599
C -0.8345 2.5006 -3.6020
O 2.3865 -0.2447 0.1611
H 3.2313 -0.9454 -1.5651
C -2.3404 0.3328 -0.8787
*
```

B) Density functional theory data (ωB97M-V/def2-TZVPD) for a single C25H28N2O7 molecule.

Results
HOMO level ... -7.3002 eV
SMILES ... CCOc1cc(N2CCOCC2)c(OCC)cc1NC(=O)COc1ccc2ccc(=O)oc2c1
LUMO ... 0.00 eV

The geometry in ORCA input format:
```
! wB97M-V def2-TZVPD RIJCOSX def2/J DEFGRID3
* xyz 0 1
C -3.9357 2.5277 -3.4623
H 3.4261 3.1272 -0.5792
C -3.3373 -2.2055 -2.4633
O -3.8209 3.8307 -2.9357
C 2.3756 1.5603 0.4541
H 4.8224 0.2471 3.6214
H -1.2931 3.6460 -1.9507
H 3.3923 1.8381 4.9667
H 1.5709 -4.6075 2.0858
O -0.9759 0.9313 5.2991
C 4.0408 -1.4759 2.6439
H 1.5722 2.2178 0.8076
C 3.0427 2.1334 -0.7929
C 0.9013 -3.4824 0.3877
N -2.2017 1.7285 -1.9681
H 2.1321 -1.8862 0.1455
H -1.0757 -2.6585 -1.3392
H -4.2354 2.6446 -4.5050
C 2.0270 -4.1468 1.2011
C -1.6828 -0.6270 -1.7132
H 0.7762 -2.4620 2.7478
C -3.4162 3.7801 -1.5893
H -1.8302 3.0050 -0.3649
C 0.7157 0.0456 -0.4241
H -1.6301 -2.9615 -3.5644
H 0.1456 2.0696 -0.7931
H -3.3428 4.8154 -1.2511
O 1.8940 0.2479 0.2626
C 0.3565 -1.2927 -0.6106
H -4.1735 3.2517 -0.9910
C 1.6778 -1.8983 2.9230
C 1.3077 1.5363 5.2140
H 2.3360 2.1952 -1.6165
C 1.5853 -0.7469 3.6999
C 2.7160 0.0444 3.9587
H -4.7101 1.9700 -2.9158
C 2.9014 -2.2545 2.3780
H -3.1639 -2.7895 -1.5529
H 2.4681 -4.9429 0.5940
C 3.9472 -0.3527 3.4210
C 2.5323 1.2190 4.7522
H -2.9257 -2.3208 -4.5768
O 0.3670 -0.4212 4.1774
H -3.1190 -3.8891 -3.7817
C -2.0707 3.0634 -1.4274
C -1.3232 0.7296 -1.5544
C 0.1484 0.7062 4.9292
C -2.6121 1.7707 -3.3591
O -0.1525 -4.0588 0.2219
C -0.8284 -1.6153 -1.2548
H 3.8676 1.4938 -1.0968
O 3.1081 -3.3109 1.5515
H 1.1188 2.4118 5.8137
H 4.9787 -1.7851 2.2117
H -4.4170 -2.1110 -2.6131
O -2.8946 -0.8725 -2.2961
H 3.1124 1.4590 1.2571
N 1.2262 -2.2675 -0.0962
C -2.7088 -2.8889 -3.6750
H -2.7380 0.7583 -3.7335
C -0.1225 1.0339 -0.9121
H -1.8524 2.2922 -3.9662
*
```

Which of them is most stable, and which least? Most stable: A); least stable: B).

A) Density functional theory data (ωB97M-V/def2-TZVPD) for a single C3H3ClN2 molecule.

Results
HOMO level ... -10.0008 eV
SMILES ... C=CC1(Cl)N=N1
LUMO ... 0.33 eV

The geometry in ORCA input format:
```
! wB97M-V def2-TZVPD RIJCOSX def2/J DEFGRID3
* xyz 0 1
C -0.4556 -0.7226 -0.0366
N 1.3941 1.2327 -0.6576
N 1.4298 1.2130 0.5596
Cl 2.4918 -1.0847 -0.0202
C -1.4840 0.0997 -0.0170
H -1.3790 1.1715 -0.1753
H -2.5922 -0.2383 -0.0583
C 1.1344 -0.0376 -0.0331
H -0.5391 -1.6337 0.4384
*
```

B) Density functional theory data (ωB97M-V/def2-TZVPD) for a single C3H3ClN2 molecule.

Results
HOMO level ... -10.4636 eV
SMILES ... ClC1C=NN=C1
LUMO ... -0.25 eV

The geometry in ORCA input format:
```
! wB97M-V def2-TZVPD RIJCOSX def2/J DEFGRID3
* xyz 0 1
C -0.3184 -1.1278 -0.0026
C 0.6048 0.8807 -0.4873
H 0.4694 0.1949 1.5383
H -0.9339 -1.9758 0.4396
C -0.1972 0.2343 0.6382
H 0.9446 1.9488 -0.5421
N 0.2759 -1.2189 -1.1368
N 0.8695 0.0504 -1.4717
Cl -1.7147 1.0135 1.0244
*
```

Which of them is most stable, and which least? Most stable: B); least stable: A).

A) Density functional theory data (ωB97M-V/def2-TZVPD) for 2 unconnected molecules or ions with the total composition C4H7IN.

Results
HOMO level ... -13.2285 eV
LUMO ... -5.58 eV

The geometry in ORCA input format:
```
! wB97M-V def2-TZVPD RIJCOSX def2/J DEFGRID3
* xyz 1 1
N -0.5449 0.1539 1.0232
C 0.8006 -2.8526 1.8144
H -0.9842 0.9916 0.6248
C 0.4369 -1.9636 1.0429
H -1.3101 5.3482 -0.5178
H 0.1940 0.3318 -1.2450
H 1.4533 -0.8786 -0.9636
C 0.3645 -0.6851 -1.0386
H -0.7806 0.2314 2.0103
I -0.7575 3.9662 -0.4999
H 0.8962 -3.6970 2.5344
H -0.1350 -1.4165 -1.7892
C 0.0257 -0.8093 0.3546
*
```

B) Density functional theory data (ωB97M-V/def2-TZVPD) for a gas-phase ion, C4H7IN (charge +1).

Results
HOMO level (alpha / beta) ... -13.1634 / -13.2832 eV
LUMO (alpha / beta) ... -5.59 / -6.10 eV

The geometry in ORCA input format:
```
! wB97M-V def2-TZVPD RIJCOSX def2/J DEFGRID3
* xyz 1 1
C -0.3552 0.1065 1.5819
H 1.8780 -0.3785 1.0883
N 0.8779 -0.3339 0.9204
H -0.4125 0.0732 2.6095
C -0.1897 -0.9763 0.6382
H 1.3658 1.1963 -1.9729
H -1.6933 -1.8482 -0.1373
C -0.7258 -1.6034 -0.4260
H 0.0021 -2.1396 -0.9933
H 0.4787 2.5624 -1.1092
C 0.5593 1.6623 -1.5450
H -0.7493 1.1057 1.2015
I -1.0360 0.5735 -1.8561
*
```

Which of them is most stable, and which least? Most stable: A); least stable: B).